Molecular formula: C39H87F3N3NiO13
Method: DFT, wB97M-V/def2-TZVPD

CARTESIAN COORDINATES (ANGSTROEM)
Ni: -0.963 4.262 3.133
C: -1.616 1.619 1.115
O: -0.572 0.998 1.972
O: -1.756 2.894 1.700
C: -1.484 1.349 -0.406
F: -0.330 1.781 -1.021
F: -1.649 0.046 -0.647
F: -2.462 1.912 -1.104
C: 0.587 0.389 1.393
C: 1.732 0.385 2.505
H: 2.548 -0.329 2.390
H: 2.173 1.368 2.672
H: 1.405 -0.019 3.463
H: 0.967 1.040 0.606
H: 0.325 -0.577 0.962
H: -2.461 0.979 1.370
C: 2.548 -4.695 5.385
C: 3.609 -3.961 4.513
C: 5.106 -4.474 4.488
C: 5.239 -5.916 4.047
C: 4.616 -6.144 2.656
C: 3.197 -5.420 2.379
N: 3.193 -4.149 3.135
O: 2.114 -3.369 2.764
C: 3.112 -5.255 0.824
C: 2.084 -6.509 2.801
C: 3.730 -2.536 4.861
H: 1.792 -5.268 4.848
H: 2.007 -3.981 6.005
H: 3.007 -5.377 6.101
H: 5.704 -3.991 3.714
H: 5.690 -4.234 5.377
H: 4.824 -6.486 4.879
H: 6.302 -6.157 4.072
H: 4.528 -7.223 2.524
H: 5.373 -5.905 1.909
H: 3.967 -4.692 0.449
H: 2.832 -6.157 0.281
H: 2.255 -4.609 0.633
H: 1.903 -7.119 1.917
H: 2.392 -7.188 3.596
H: 1.114 -6.054 2.997
H: 4.428 -2.056 4.175
H: 4.034 -2.409 5.900
H: 2.756 -2.080 4.685
H: 1.353 -3.862 3.077
C: 2.579 2.778 -2.978
C: 3.058 4.202 -3.260
C: 4.074 4.164 -4.531
C: 4.359 5.474 -5.140
C: 3.057 6.205 -5.594
C: 1.947 6.251 -4.454
N: 1.841 4.941 -3.701
O: 0.698 4.683 -2.977
C: 2.349 7.397 -3.377
C: 0.608 6.459 -5.220
C: 3.726 4.766 -1.972
H: 3.431 2.164 -2.685
H: 2.118 2.221 -3.793
H: 1.910 2.632 -2.130
H: 5.040 3.789 -4.193
H: 3.886 3.428 -5.313
H: 5.162 5.453 -5.877
H: 4.810 6.130 -4.396
H: 2.766 5.643 -6.482
H: 3.362 7.162 -6.019
H: 3.335 7.100 -3.021
H: 2.582 8.383 -3.777
H: 1.791 7.389 -2.440
H: 0.428 5.745 -6.023
H: -0.224 6.491 -4.516
H: 0.382 7.408 -5.707
H: 4.290 5.692 -2.089
H: 4.440 4.041 -1.581
H: 2.991 4.869 -1.174
H: 0.156 4.061 -3.468
C: -4.596 -1.775 0.089
C: -5.830 -1.019 -0.121
C: -6.387 -1.154 -1.631
C: -7.133 -2.482 -1.858
C: -8.196 -2.531 -0.788
C: -7.783 -2.514 0.753
N: -6.910 -1.360 0.869
O: -6.449 -1.378 2.186
C: -9.130 -2.363 1.499
C: -7.077 -3.844 1.067
C: -5.580 0.496 0.060
H: -4.085 -1.460 0.999
H: -3.897 -1.567 -0.721
H: -4.764 -2.852 0.119
H: -6.900 -0.233 -1.908
H: -5.522 -1.189 -2.293
H: -6.466 -3.343 -1.838
H: -7.681 -2.373 -2.794
H: -8.739 -3.458 -0.974
H: -9.039 -1.907 -1.082
H: -9.742 -3.264 1.539
H: -8.707 -2.210 2.491
H: -9.599 -1.384 1.395
H: -6.864 -3.899 2.135
H: -7.806 -4.653 1.021
H: -6.286 -4.190 0.401
H: -5.376 0.792 1.089
H: -6.427 1.064 -0.325
H: -4.735 1.070 -0.321
H: -6.683 -0.533 2.577
C: 0.805 -1.745 -2.311
C: 1.103 -0.658 -3.393
O: 1.236 -1.364 -4.578
O: 2.017 -2.323 -1.985
H: 0.090 -2.519 -2.589
H: 0.441 -1.389 -1.348
H: 2.062 -0.215 -3.126
H: 0.180 -0.088 -3.505
H: 0.743 -2.187 -4.536
H: 2.622 -1.583 -1.890
C: 5.602 -2.533 0.449
C: 6.687 -1.433 0.337
O: 7.131 -1.215 1.636
O: 4.541 -2.012 1.271
H: 5.907 -3.436 0.979
H: 5.270 -2.876 -0.531
H: 6.212 -0.490 0.064
H: 7.465 -1.693 -0.381
H: 6.400 -0.964 2.205
H: 3.943 -2.721 1.519
C: -4.109 3.130 -4.058
C: -4.564 3.754 -5.299
O: -5.903 3.386 -5.677
O: -2.732 3.371 -3.912
H: -4.292 2.072 -4.247
H: -4.727 3.453 -3.220
H: -3.785 3.404 -5.976
H: -4.473 4.835 -5.194
H: -5.882 3.571 -6.619
H: -2.502 2.874 -3.123
C: -0.487 3.138 6.464
C: -0.268 2.042 5.483
O: -0.462 2.462 4.220
O: -1.758 3.731 6.477
H: 0.261 3.903 6.256
H: -0.114 2.850 7.447
H: -0.986 1.285 5.796
H: 0.642 1.462 5.636
H: -0.549 1.649 3.716
H: -1.579 4.648 6.697

For the orbital gap (spin up / spin down), the calculation gives 6.7 / 3.1 eV. The value obtained for the HOMO energy (spin up / spin down) is -9.42 / -9.42 eV. Its expectation value of S² is 2.011. Its LUMO energy (spin up / spin down) is -0.1007 / -0.2317 hartree. Its total charge is +1. As for the spin multiplicity: 3.

***

Molecular formula: C39H88F18N5O2P3
Method: DFT, wB97M-V/def2-TZVPD

CARTESIAN COORDINATES (ANGSTROEM)
C: -2.257 -3.637 1.736
C: -2.442 -3.169 0.319
O: -2.300 -3.828 -0.655
N: -2.822 -1.691 0.282
H: -2.205 -1.221 0.942
H: -2.636 -1.369 -0.665
C: -4.324 -1.491 0.498
H: -1.580 -4.486 1.761
H: -3.287 -3.889 2.006
H: -1.864 -2.865 2.396
H: -4.725 -0.487 0.389
H: -4.531 -1.857 1.502
H: -4.745 -2.153 -0.257
C: -0.450 -2.518 5.742
C: 0.601 -1.505 5.636
O: 1.273 -1.100 6.543
N: 0.910 -1.057 4.246
H: 0.909 -1.763 3.483
H: 0.243 -0.360 3.906
C: 2.305 -0.485 4.149
H: -0.906 -2.962 4.860
H: -1.263 -2.082 6.330
H: -0.163 -3.397 6.322
H: 2.562 0.421 4.698
H: 2.492 -0.413 3.084
H: 3.115 -1.055 4.605
C: -0.011 -0.989 -5.717
C: 1.122 0.028 -5.780
C: 0.774 1.406 -5.238
C: -0.102 1.474 -3.982
N: -0.373 2.909 -3.476
C: -1.437 2.988 -2.401
C: -2.152 4.313 -2.573
C: -2.123 4.530 -4.084
C: -1.127 3.491 -4.703
C: 0.890 3.738 -3.140
C: 1.823 2.990 -2.253
C: 3.043 3.880 -1.926
H: -0.016 -1.458 -4.734
H: 0.085 -1.694 -6.541
H: -1.026 -0.583 -5.734
H: 1.707 0.001 -6.694
H: 1.812 -0.276 -4.982
H: 0.231 1.974 -5.998
H: 1.709 1.929 -5.030
H: 0.392 0.862 -3.223
H: -1.104 1.057 -4.068
H: -1.004 2.713 -1.443
H: -2.181 2.246 -2.698
H: -1.657 5.108 -2.010
H: -3.191 4.468 -2.287
H: -1.675 5.508 -4.262
H: -3.112 4.474 -4.528
H: -0.400 3.899 -5.400
H: -1.706 2.747 -5.245
H: 0.473 4.712 -2.888
H: 1.412 3.831 -4.093
H: 2.216 2.099 -2.747
H: 1.404 2.633 -1.311
H: 2.616 4.723 -1.380
H: 3.449 4.336 -2.833
H: 3.880 3.387 -1.440
C: -4.822 3.405 3.509
C: -3.857 4.178 4.480
C: -2.449 4.015 3.963
C: -1.489 4.823 4.851
N: -0.035 4.760 4.400
C: 0.458 3.323 4.882
C: 1.145 3.552 6.207
C: 1.864 4.846 5.987
C: 0.779 5.720 5.298
C: 0.248 4.988 2.983
C: -0.351 6.285 2.340
C: 0.037 6.418 0.874
H: -5.825 3.381 3.929
H: -4.540 2.351 3.488
H: -4.659 3.938 2.575
H: -4.050 3.856 5.503
H: -4.156 5.228 4.419
H: -2.382 4.411 2.947
H: -2.207 2.952 3.917
H: -1.506 4.413 5.862
H: -1.894 5.827 4.982
H: 1.244 2.938 4.232
H: -0.408 2.667 4.909
H: 1.813 2.695 6.317
H: 0.416 3.464 7.013
H: 2.750 4.682 5.375
H: 2.155 5.364 6.899
H: 1.187 6.506 4.668
H: 0.138 6.131 6.074
H: -0.175 4.138 2.446
H: 1.323 5.002 2.800
H: 0.193 7.132 2.771
H: -1.373 6.372 2.702
H: 0.983 6.790 0.485
H: -0.688 7.008 0.306
H: -0.098 5.433 0.408
C: 3.699 -6.792 -7.254
C: 2.742 -7.417 -6.246
C: 1.857 -6.398 -5.504
C: 2.631 -5.538 -4.515
N: 1.814 -4.921 -3.371
C: 1.498 -5.949 -2.271
C: 0.108 -5.648 -1.778
C: -0.608 -5.069 -3.010
C: 0.461 -4.415 -3.869
C: 2.678 -3.767 -2.857
C: 2.200 -3.156 -1.545
C: 3.128 -2.033 -1.103
H: 4.318 -7.497 -7.809
H: 4.333 -6.123 -6.670
H: 3.225 -6.223 -8.056
H: 3.354 -7.925 -5.493
H: 2.155 -8.263 -6.605
H: 1.095 -6.991 -4.983
H: 1.197 -5.953 -6.252
H: 3.073 -4.751 -5.129
H: 3.496 -6.030 -4.071
H: 2.288 -5.794 -1.539
H: 1.547 -6.970 -2.649
H: 0.186 -4.865 -1.017
H: -0.349 -6.440 -1.188
H: -1.574 -4.593 -2.860
H: -0.980 -6.012 -3.430
H: 0.406 -3.329 -3.848
H: 0.288 -4.595 -4.928
H: 2.677 -2.959 -3.593
H: 3.702 -4.138 -2.872
H: 2.122 -3.968 -0.822
H: 1.197 -2.723 -1.530
H: 4.172 -2.295 -0.929
H: 2.760 -1.663 -0.144
H: 3.085 -1.192 -1.798
P: 1.463 -3.955 1.782
F: 0.439 -3.314 2.925
F: 0.386 -5.053 1.334
F: 0.828 -2.913 0.712
F: 2.528 -4.562 0.731
F: 2.496 -2.804 2.316
F: 2.127 -4.980 2.864
P: -3.373 -0.466 4.270
F: -1.824 -0.078 4.504
F: -3.908 0.834 5.026
F: -3.344 0.224 2.790
F: -4.885 -1.038 3.948
F: -2.847 -1.808 3.487
F: -3.478 -1.227 5.717
P: -0.405 0.844 1.050
F: -0.581 -0.778 1.327
F: 0.549 0.366 -0.184
F: -1.632 0.889 -0.018
F: -0.099 2.417 0.736
F: -1.488 1.092 2.208
F: 0.750 0.682 2.196

For the orbital gap, the calculation gives 11.0 eV. The value obtained for the HOMO energy is -14.93 eV. Its LUMO energy is -0.1445 hartree. Its total charge is +2. As for the spin multiplicity: 1.

***

Molecular formula: C39H88N10O7
Method: DFT, wB97M-V/def2-TZVPD

CARTESIAN COORDINATES (ANGSTROEM)
C: 1.982 2.287 3.480
C: 2.367 3.207 2.236
C: 2.892 2.512 0.968
C: 1.751 1.688 0.246
C: 0.748 2.779 -0.226
C: 0.129 3.595 0.933
N: 1.217 4.104 1.853
O: 0.809 4.875 2.868
C: -0.665 4.883 0.391
C: -0.871 2.634 1.692
C: 3.428 4.037 2.785
H: 2.794 1.566 3.580
H: 1.112 1.636 3.388
H: 1.847 2.874 4.388
H: 3.218 3.195 0.183
H: 3.870 2.107 1.228
H: 1.513 0.976 1.036
H: 2.170 1.109 -0.577
H: -0.037 2.292 -0.804
H: 1.169 3.313 -1.078
H: -1.354 4.607 -0.408
H: -1.142 5.509 1.145
H: 0.048 5.549 -0.096
H: -1.014 3.132 2.651
H: -1.855 2.613 1.223
H: -0.679 1.568 1.818
H: 4.214 3.453 3.262
H: 3.004 4.689 3.550
H: 3.847 4.833 2.169
H: 1.458 5.579 2.803
C: 10.435 -1.790 2.250
C: 9.587 -1.054 3.301
C: 8.210 -1.721 3.251
C: 7.241 -1.277 4.413
C: 7.916 -1.719 5.763
C: 9.323 -1.245 5.877
N: 10.101 -1.456 4.623
O: 11.505 -1.201 4.761
C: 9.387 0.192 6.287
C: 10.100 -2.009 6.990
C: 9.439 0.458 3.091
H: 10.002 -1.799 1.249
H: 10.295 -2.861 2.394
H: 11.522 -1.715 2.281
H: 7.758 -1.404 2.310
H: 8.346 -2.799 3.169
H: 6.225 -1.668 4.354
H: 6.995 -0.218 4.476
H: 7.937 -2.807 5.820
H: 7.361 -1.336 6.620
H: 9.554 0.316 7.357
H: 10.174 0.880 5.979
H: 8.448 0.731 6.162
H: 9.549 -1.996 7.931
H: 10.361 -3.048 6.795
H: 10.983 -1.395 7.169
H: 8.495 0.859 3.462
H: 9.384 0.677 2.025
H: 10.277 1.038 3.476
H: 11.831 -2.088 4.928
C: 4.032 -3.210 -2.071
C: 4.841 -2.662 -3.287
C: 3.706 -2.801 -4.409
C: 4.066 -2.020 -5.705
C: 4.373 -0.559 -5.289
C: 5.401 -0.299 -4.140
N: 5.108 -1.205 -3.020
O: 5.894 -0.973 -1.905
C: 6.769 -0.389 -4.813
C: 5.302 1.172 -3.643
C: 6.083 -3.626 -3.652
H: 4.612 -3.187 -1.148
H: 3.789 -4.247 -2.301
H: 2.994 -2.905 -1.939
H: 3.330 -3.813 -4.555
H: 2.937 -2.150 -3.991
H: 3.261 -2.070 -6.439
H: 4.894 -2.437 -6.278
H: 3.457 -0.008 -5.075
H: 4.657 0.016 -6.170
H: 7.638 -0.438 -4.157
H: 6.977 -1.319 -5.343
H: 6.877 0.347 -5.609
H: 6.231 1.508 -3.180
H: 4.996 1.902 -4.392
H: 4.401 1.316 -3.047
H: 5.887 -4.629 -3.274
H: 7.067 -3.351 -3.270
H: 6.240 -3.505 -4.724
H: 6.687 -1.451 -2.161
C: 5.901 -6.018 2.471
C: 5.502 -6.215 3.885
C: 4.295 -7.226 3.970
C: 3.940 -7.777 5.360
C: 5.215 -8.421 5.854
C: 6.547 -7.547 5.920
N: 6.702 -6.860 4.627
O: 7.751 -5.994 4.742
C: 6.331 -6.620 7.167
C: 7.765 -8.409 6.307
C: 5.022 -4.832 4.458
H: 5.020 -5.963 1.831
H: 6.305 -6.976 2.146
H: 6.557 -5.163 2.307
H: 3.391 -6.851 3.489
H: 4.489 -8.104 3.355
H: 3.089 -8.448 5.243
H: 3.632 -6.966 6.020
H: 5.302 -9.303 5.219
H: 4.957 -8.819 6.835
H: 5.519 -5.903 7.046
H: 6.201 -7.170 8.099
H: 7.167 -5.943 7.348
H: 7.783 -9.314 5.700
H: 8.646 -7.797 6.114
H: 8.031 -8.717 7.318
H: 4.744 -4.106 3.693
H: 5.907 -4.269 4.754
H: 4.171 -4.838 5.140
H: 8.523 -6.565 4.728
C: 8.547 -3.616 -0.810
O: 8.085 -2.600 -1.323
N: 9.075 -4.565 -1.466
N: 8.535 -3.940 0.430
H: 9.391 -5.451 -1.098
H: 9.013 -4.457 -2.468
H: 8.231 -3.176 1.017
H: 8.594 -4.916 0.681
C: 4.239 -1.920 1.197
O: 3.300 -2.186 2.014
N: 5.386 -2.456 1.172
N: 4.206 -0.911 0.432
H: 5.673 -3.269 1.698
H: 5.854 -2.273 0.296
H: 3.471 -0.248 0.635
H: 4.956 -0.797 -0.235
C: 0.613 -1.805 3.880
O: -0.383 -1.596 4.530
N: 1.590 -0.992 3.886
N: 0.751 -2.753 3.054
H: 2.213 -1.219 3.125
H: 1.458 -0.227 4.532
H: 1.591 -2.849 2.503
H: 0.185 -3.586 3.136

For the orbital gap (spin up / spin down), the calculation gives 7.2 / 3.2 eV. The value obtained for the HOMO energy (spin up / spin down) is -9.68 / -9.68 eV. Its expectation value of S² is 0.754. Its LUMO energy (spin up / spin down) is -0.0912 / -0.2379 hartree. Its total charge is +1. As for the spin multiplicity: 2.

***

no.,maximum force (eV Å⁻¹)
1,4.57
2,3.01
3,7.16